Density functional theory data (the ωB97M-V functional and the def2-TZVPD basis) for a structure of composition C18H31N9PPdS2.

```
62
Properties=species:S:1:pos:R:3
H -1.161 3.763 0.435
H -4.035 -0.377 2.668
H 2.300 0.595 -1.874
H 1.623 3.648 -0.242
N 2.631 2.544 2.541
H -0.270 5.974 -2.263
H 3.547 4.400 2.450
C 1.319 3.229 -1.206
H 1.813 4.472 2.675
H 2.183 2.695 -1.607
H -0.362 1.661 3.264
C -0.552 1.790 -2.722
H -3.528 -2.051 4.912
H 0.227 1.190 -3.201
C -1.387 3.338 -0.548
N -0.693 3.049 -3.445
S 1.664 0.092 2.332
N -3.562 -1.212 2.366
C -1.744 3.888 -2.870
S -2.021 0.622 1.270
C -3.437 -2.875 4.204
N 0.454 2.254 3.233
N -1.704 -2.113 1.389
C 0.245 -2.709 0.324
P -0.103 2.076 -0.954
H 4.127 -0.825 -2.750
H -1.899 4.738 -3.536
N 1.359 -0.929 -0.874
C -4.034 -2.502 2.855
C 1.357 -2.243 -0.535
H -0.105 -4.784 -0.068
N -1.427 4.405 -1.540
H 2.326 -4.142 -0.719
C 2.349 -3.098 -0.993
H 2.863 4.027 4.041
H 1.114 -4.455 1.165
Pd -0.126 0.094 0.170
H -0.607 -4.227 1.534
H 0.106 5.478 -0.605
C -2.424 -1.054 1.687
H -3.956 -3.736 4.623
C 0.562 3.798 -3.441
C 2.713 3.927 2.963
C 1.577 1.730 2.720
H 4.139 -3.256 -2.159
H -2.358 2.844 -0.473
H -2.381 -3.124 4.105
N 0.947 4.302 -2.122
H -3.775 -3.244 2.101
C 3.359 -1.256 -2.127
N -0.617 -1.802 0.633
H 0.446 4.660 -4.101
C -0.152 5.114 -1.602
H -2.671 3.314 -2.819
H 1.361 3.168 -3.837
H -5.121 -2.448 2.906
H 0.378 3.210 3.531
H 3.482 2.057 2.308
H -1.476 1.209 -2.757
C 0.153 -4.128 0.767
C 2.340 -0.459 -1.640
C 3.360 -2.601 -1.797
```

Charge ... +1
Kohn-Sham gap ... 7.07 eV
LUMO level ... -3.180 eV

Atomic partial charges in e from the Löwdin method, atoms 1 to 4:
1 H 0.093
2 H 0.121
3 H 0.083
4 H 0.087